46
Properties=species:S:1:pos:R:3:forces:R:3 method="wB97M-V/def2-TZVPD" gap_ev=7.93 total_charge=+1 lumo_ev=-4.09
N 0.405 1.854 -0.114 -0.370 0.019 0.744
C 3.507 -1.397 0.833 -0.020 0.033 0.005
C -1.904 1.367 -2.430 0.033 0.004 0.013
H -0.237 3.829 -0.089 0.024 -0.046 -0.011
C -2.217 2.660 -1.661 -0.181 -0.074 0.110
H -2.434 1.716 0.294 0.018 -0.031 -0.083
C 2.524 -0.538 -1.177 -0.070 0.032 -0.022
C 3.940 -2.458 -1.128 -0.044 0.017 -0.011
C -0.145 -1.296 4.855 -0.064 0.123 -0.072
H -2.615 3.441 0.295 0.038 -0.015 -0.012
N 2.112 0.565 1.018 -0.242 0.330 -0.481
C -2.019 2.634 -0.139 0.061 0.182 0.086
H 1.156 -3.786 3.227 -0.028 0.009 0.055
H 0.178 1.464 -1.022 0.447 0.109 -0.168
O 2.836 1.780 0.900 0.150 -0.063 -0.029
N 0.371 -2.500 4.631 0.021 0.011 0.072
C -0.315 -0.340 3.861 0.022 -0.019 0.021
C 0.609 -1.924 2.317 -0.016 -0.069 -0.029
C 3.158 -1.566 -1.852 0.051 -0.017 -0.057
H -3.260 2.923 -1.850 0.028 -0.018 0.020
H -4.313 0.929 -1.809 -0.027 0.008 0.028
C 0.738 -2.799 3.392 0.022 0.010 -0.169
H 3.071 -1.671 -2.925 -0.025 0.014 0.041
H -1.089 0.535 1.329 -0.005 -0.067 -0.064
H 0.897 -2.226 1.318 -0.029 0.005 0.054
H -0.738 0.630 4.091 0.011 -0.016 -0.008
H -2.346 1.447 -3.427 0.053 0.078 0.017
H 3.185 1.924 1.791 0.029 -0.037 -0.023
C -2.418 0.071 -1.807 -0.100 -0.159 -0.101
H -1.850 -0.193 -0.904 -0.023 0.117 0.053
C 2.696 -0.467 0.196 0.103 -0.198 0.224
H 1.937 0.195 -1.720 0.036 -0.008 0.042
H -0.828 1.258 -2.618 -0.011 -0.005 -0.050
H -4.087 -0.135 -0.568 -0.039 0.021 -0.001
H 4.449 -3.267 -1.639 0.001 -0.005 0.066
H -0.524 2.968 1.403 0.041 -0.060 -0.008
H 3.649 -1.327 1.907 0.010 -0.042 -0.015
N -3.848 0.082 -1.522 0.123 0.000 -0.032
C 0.769 0.883 0.790 0.029 -0.082 -0.180
N -0.126 0.282 1.524 -0.080 0.012 -0.020
N 4.114 -2.382 0.191 0.048 -0.014 -0.056
C 0.084 -0.677 2.580 0.036 0.081 0.212
H -2.205 -0.734 -2.519 0.075 0.005 0.044
C -0.582 2.877 0.316 -0.166 -0.045 -0.187
H -1.637 3.490 -2.075 -0.005 -0.051 -0.039
H -0.446 -1.066 5.870 0.036 -0.078 0.023

67
Properties=species:S:1:pos:R:3:forces:R:3 method="wB97M-V/def2-TZVPD" gap_ev="7.15 / 7.29" total_charge=+1 multiplicity=5 lumo_ev="-3.57 / -3.73"
H 0.201 1.116 -3.627 -0.013 -0.002 0.023
H -4.835 -2.554 0.129 0.007 -0.047 -0.066
C 0.032 1.640 -2.683 -0.119 -0.069 0.075
Si -2.372 -2.667 -0.042 -0.003 0.061 0.073
H 1.534 -4.908 4.255 -0.023 0.037 0.022
H -0.315 -2.538 7.311 0.023 0.000 -0.035
H -3.198 -1.053 3.169 0.062 0.085 0.013
C 1.662 -2.043 1.582 0.143 -0.219 -0.189
C 1.869 -2.442 0.148 0.032 0.070 0.319
H -1.989 -4.363 1.723 -0.026 0.068 -0.026
H -5.080 -0.312 0.994 0.020 0.054 0.005
C 1.378 -2.809 3.861 0.069 -0.135 -0.107
H -4.771 1.131 0.021 -0.057 -0.042 0.102
C -2.045 -0.843 -0.199 0.432 0.006 0.289
H -4.895 1.261 1.783 0.027 -0.057 -0.066
H -3.169 1.557 -3.296 -0.028 -0.011 0.061
H -0.035 -0.517 5.901 -0.005 -0.054 -0.024
H 3.092 -4.762 -1.960 -0.008 0.026 0.019
H -1.458 -0.793 3.026 -0.088 0.044 0.021
H 2.725 -4.396 0.452 0.004 0.011 -0.050
C 0.159 -2.618 6.341 0.002 0.059 -0.039
N 1.223 -0.851 1.786 -0.581 0.570 -0.195
C 2.436 -3.631 -0.256 0.103 -0.190 -0.012
H 2.272 -3.830 2.297 0.018 -0.021 0.019
S 1.254 -0.145 3.338 0.160 -0.122 0.135
H -3.345 1.992 -1.588 -0.052 -0.033 -0.074
H -0.948 -1.869 -3.224 -0.042 -0.034 -0.027
C -4.128 -3.066 -0.530 -0.164 -0.095 -0.016
C 1.697 -1.697 -2.019 0.017 0.037 -0.021
H 2.443 -2.974 -3.574 -0.007 0.014 0.021
C -2.094 -3.273 1.716 0.032 -0.019 0.113
H -2.705 -1.900 -3.397 0.077 0.051 -0.009
H -2.929 -3.020 2.373 0.104 -0.051 -0.022
C -1.704 1.902 1.054 0.096 0.042 -0.104
H 1.365 -0.904 -2.679 -0.006 -0.041 0.041
H -0.633 2.486 -2.865 -0.011 -0.006 0.013
H -4.328 -4.141 -0.467 -0.006 0.083 -0.015
N 1.495 -1.502 -0.720 -0.251 0.204 -0.201
C 1.203 -3.945 4.629 0.000 -0.110 -0.021
C -1.221 -3.716 -1.108 0.130 -0.016 -0.164
H -4.337 -2.747 -1.557 -0.007 -0.027 0.076
Si -2.706 0.289 1.128 -0.201 -0.149 0.026
C 0.946 -1.579 4.325 -0.027 0.181 -0.036
C 2.287 -2.852 -2.512 -0.012 0.063 -0.039
H -1.187 -2.843 2.159 -0.075 -0.109 -0.014
H -1.700 -4.018 -2.044 0.059 0.037 0.053
C 0.315 -1.482 5.553 -0.048 -0.033 0.104
C 0.605 -3.845 5.879 0.005 0.003 -0.018
C -1.835 -1.240 -3.310 0.015 -0.114 -0.164
H -0.951 -4.630 -0.569 -0.040 0.046 -0.058
N 1.965 -2.910 2.562 0.059 -0.066 0.303
H -1.812 2.431 0.105 0.034 0.005 0.098
H -0.616 1.770 1.225 -0.084 0.047 0.027
H 0.983 2.019 -2.312 -0.001 -0.019 0.022
C -2.434 -0.329 2.873 -0.021 -0.057 0.194
H -0.295 -3.193 -1.365 -0.136 -0.136 0.009
H 0.482 -4.734 6.483 0.005 0.027 -0.014
C -4.529 0.633 0.963 -0.129 0.236 -0.039
H -2.504 0.526 3.554 -0.015 -0.059 -0.023
Fe -0.089 -0.258 0.215 0.160 -0.203 -0.543
H -1.766 -0.671 -4.243 -0.012 -0.054 0.053
O -0.530 0.758 -1.707 0.394 0.190 -0.080
C 2.648 -3.837 -1.615 0.036 -0.072 0.064
H -4.313 0.681 -2.276 0.064 0.037 -0.020
Si -2.017 -0.086 -1.867 -0.012 -0.120 0.251
C -3.326 1.155 -2.291 -0.097 0.219 -0.072
H -2.028 2.564 1.863 0.016 -0.020 -0.037

21
Properties=species:S:1:pos:R:3:forces:R:3 method="wB97M-V/def2-TZVPD" gap_ev=8.92 e_above_lowest_ev=1.337 lumo_ev=0.46 smiles=CCSC.O.O.O
H -3.763 0.216 1.866 -0.021 0.778 -0.074
C 0.876 -2.119 0.727 -1.017 2.182 2.621
H 1.873 1.754 -0.509 0.975 0.312 0.645
H 1.113 1.973 -2.116 -0.341 -0.212 1.227
H 1.104 0.104 1.209 -0.135 -0.086 0.251
O -2.985 0.729 -1.173 -0.606 1.131 -2.322
H -3.814 0.239 -1.206 -0.025 -0.214 0.354
O 4.018 -0.833 -1.077 0.744 0.354 0.181
C 0.983 1.610 -1.056 -1.814 -0.719 -1.225
H 0.258 -2.705 0.028 1.057 0.238 -0.262
H 2.004 -2.085 0.735 -1.373 -0.836 -0.553
H 0.093 2.017 -0.536 0.718 0.397 -0.526
O -3.748 1.136 2.200 0.373 -1.250 1.209
H 0.475 -2.465 1.741 0.944 0.251 -1.070
C 0.434 -0.550 0.660 -0.606 -2.187 -1.576
H -0.656 -0.434 0.893 1.114 0.118 0.177
H 3.121 -0.571 -1.322 -0.062 0.213 0.026
S 0.607 -0.190 -1.137 0.583 0.583 0.195
H -3.497 0.974 3.144 -0.334 0.491 -1.105
H -3.083 1.237 -2.048 0.612 -0.933 1.975
H 4.586 -0.038 -1.024 -0.785 -0.612 -0.149

13
Properties=species:S:1:pos:R:3:forces:R:3 method="wB97M-V/def2-TZVPD" gap_ev=11.29 e_above_lowest_ev=1.812 lumo_ev=0.58 smiles=N#CC1CC1.O
H -0.382 -2.099 -0.082 -0.061 -0.084 -0.099
O -1.170 -2.133 -0.638 0.078 -0.285 0.022
C -0.536 1.358 -0.126 -0.105 0.166 0.013
H 0.022 -0.339 -1.442 0.076 0.187 0.120
H 1.395 0.831 -1.077 -0.171 -0.038 0.038
C 0.421 0.439 -0.802 0.101 -0.044 -0.156
C 1.275 0.652 1.561 0.747 0.228 0.545
H -1.087 -2.967 -1.114 -0.114 0.042 0.016
H -0.447 -0.501 1.065 0.149 0.154 -0.063
H -0.267 2.398 0.022 0.017 -0.167 -0.010
C 0.177 0.305 0.690 0.012 -0.071 0.123
N 2.191 0.892 2.227 -0.908 -0.176 -0.594
H -1.593 1.165 -0.282 0.180 0.089 0.045

70
Properties=species:S:1:pos:R:3:forces:R:3 method="wB97M-V/def2-TZVPD" gap_ev="7.33 / 9.65" total_charge=+3 lumo_ev="-12.54 / -10.24"
H 2.141 -0.055 -3.493 -0.011 0.050 0.030
C -2.130 1.666 1.705 -0.107 -0.096 0.129
H 2.314 2.287 2.683 -0.022 0.017 0.019
H -2.749 -1.575 2.845 -0.012 0.027 -0.021
H 1.097 3.983 -1.691 -0.096 0.014 -0.017
H -3.562 -0.442 -2.342 -0.037 0.091 0.023
H -2.877 -2.730 -2.629 -0.008 -0.007 -0.041
C -0.076 -2.488 3.344 0.008 -0.182 0.038
C -2.663 -0.495 2.935 -0.194 0.118 0.007
H 1.639 -3.559 1.360 -0.006 0.026 0.008
H 1.413 -2.764 -2.996 -0.071 -0.065 0.018
H -3.676 -0.088 2.947 -0.003 -0.035 0.007
H -3.069 -1.113 -0.795 -0.009 0.013 -0.012
H 1.914 -2.022 0.538 0.084 0.001 -0.029
H 1.820 1.793 1.070 0.017 -0.083 0.083
C 0.138 -2.083 1.875 0.163 0.076 -0.194
H -1.378 -2.820 -0.653 0.032 -0.022 -0.008
C 1.030 -1.766 -2.783 -0.060 -0.082 -0.098
H 0.677 -2.043 3.994 -0.012 -0.001 -0.038
H -2.237 0.973 -0.956 -0.087 0.109 -0.127
H -1.538 3.112 -2.182 0.019 0.047 0.010
H -2.385 -0.284 0.832 0.008 -0.049 0.080
H 0.368 -1.508 -3.606 -0.029 0.043 0.016
H -0.758 0.451 -3.431 0.014 -0.010 0.039
H 2.289 -2.191 2.238 -0.015 -0.012 -0.012
H -0.731 -3.595 -2.093 0.088 -0.018 0.014
N 0.236 -1.805 -1.529 -0.227 0.245 1.005
H -0.399 2.519 -0.433 -0.035 0.223 -0.049
H 3.277 1.434 -0.385 0.038 -0.069 0.008
H -0.114 -0.065 4.511 0.032 0.066 -0.034
H -0.374 1.643 4.095 -0.014 -0.039 -0.033
Co 0.148 0.112 -0.777 0.136 0.097 -3.129
C 2.182 -0.769 -2.673 0.030 0.056 -0.094
C -0.777 2.368 -2.424 0.004 0.177 -0.108
H 2.081 2.099 -3.126 0.051 0.037 0.025
C 1.472 1.925 2.093 -0.031 0.009 0.209
C 2.441 2.361 -2.125 -0.037 -0.061 -0.009
H 0.057 -3.571 3.395 0.009 0.017 0.023
H -1.919 2.112 2.676 0.007 0.000 -0.039
N -1.755 0.326 -1.580 -0.021 -0.092 1.167
H -1.747 -1.720 -3.484 -0.043 -0.051 0.004
N 0.107 2.173 -1.241 0.171 -0.406 1.051
N 2.134 -0.020 -1.390 -0.171 0.062 1.158
C 1.572 -2.476 1.467 -0.093 -0.074 0.195
H -2.325 1.253 -3.408 -0.017 -0.097 -0.035
H -1.065 -2.264 3.729 0.099 -0.017 -0.001
H 0.705 2.701 2.115 -0.003 -0.019 -0.038
C 3.042 1.167 -1.415 0.124 -0.028 -0.205
H 0.794 -2.292 -0.836 0.085 -0.155 -0.055
C -1.003 -2.630 -1.660 0.094 -0.200 -0.133
H -3.168 1.901 1.466 0.001 -0.006 0.019
C 0.345 0.826 4.087 0.127 0.001 0.141
C -1.943 0.142 1.737 0.104 0.106 -0.052
C 1.351 2.998 -1.298 -0.035 0.201 -0.211
H 3.231 3.098 -2.275 -0.005 -0.005 -0.024
P -0.168 -0.300 1.572 -0.124 -0.159 0.072
H -0.199 2.765 -3.255 0.050 0.015 0.003
H -1.494 2.165 0.974 -0.018 0.047 0.008
C -2.703 -0.805 -1.776 -0.140 0.071 -0.201
H 1.707 3.145 -0.281 -0.071 0.090 -0.025
C -1.426 1.063 -2.818 0.007 -0.089 -0.065
H 1.163 1.110 4.752 -0.025 0.027 0.007
H -2.204 -0.241 3.888 -0.017 -0.002 -0.052
H -0.590 -2.605 1.248 -0.016 -0.047 0.050
C 0.959 0.614 2.696 0.001 0.185 -0.396
H 3.978 0.874 -1.893 0.001 -0.076 -0.003
H 2.523 -0.627 -0.673 0.180 -0.064 -0.101
C -2.091 -1.988 -2.483 0.057 0.056 -0.040
H 1.802 -0.079 2.773 0.023 -0.023 0.043
H 3.142 -1.277 -2.748 0.059 0.019 0.018

These records have molecular weight values of 315.4, 530.7, 130.2, 85.1, 419.5 u, in the order they appear.
These records have strongest force on any atom values of 0.83, 0.84, 3.56, 1.10, 3.13 eV Å⁻¹, in the order they appear.